(1)
A molecular structure, C26H33AsF2MnN2O4SSi2. Source: OMol25; level of theory: ωB97M-V with the def2-TZVPD basis set.

Structure (XYZ):
```
72
Properties=species:S:1:pos:R:3:forces:R:3:lowdin_spin:R:1
Mn 0.2498 -0.8077 -0.8419 0.514 -0.365 -0.166 2.0850
C 4.5865 0.7757 6.0224 0.036 0.011 0.030 0.0000
C 3.5704 0.6076 4.9291 -0.023 -0.015 -0.022 -0.0001
C 3.5047 1.4991 3.8656 0.031 0.023 0.007 0.0001
C 2.5747 1.3375 2.8479 0.027 0.028 -0.049 0.0005
C 1.6985 0.2699 2.9016 -0.041 -0.063 0.011 0.0014
C 1.7446 -0.6381 3.9524 -0.001 0.014 0.004 0.0000
C 2.6775 -0.4644 4.9571 -0.011 -0.004 -0.019 0.0000
S 0.4667 0.0466 1.6581 0.166 -0.117 -0.321 0.0112
O 0.9875 0.7581 0.4536 -0.118 0.254 0.167 0.0183
O -0.7844 0.5134 2.2037 0.003 0.042 0.084 0.0271
N 0.5011 -1.4351 1.1503 -0.307 0.251 -0.116 -0.0041
C -0.5091 -2.4226 1.4665 0.004 -0.034 0.088 0.0012
C -0.9597 -3.0841 0.1598 -0.008 -0.168 0.079 0.0059
O -1.6000 -4.1111 0.1650 0.039 0.091 0.072 0.0045
O -0.6323 -2.4414 -0.9420 0.130 -0.119 -0.008 0.0501
H 5.1184 1.7209 5.9262 -0.003 0.002 0.003 0.0000
H 5.3238 -0.0285 5.9950 -0.004 -0.007 -0.002 0.0000
H 4.1118 0.7494 7.0038 0.000 0.001 0.005 0.0000
H 4.1934 2.3343 3.8285 0.001 0.002 -0.003 0.0000
H 2.5375 2.0258 2.0144 -0.014 0.001 -0.001 0.0002
H 1.0601 -1.4769 3.9778 -0.011 -0.003 0.003 0.0000
H 2.7176 -1.1712 5.7771 0.000 -0.004 0.006 0.0000
H -1.3927 -1.9815 1.9379 -0.020 -0.023 0.005 0.0008
H -0.1237 -3.2031 2.1257 -0.044 -0.008 -0.025 -0.0004
F -1.5811 -0.5920 -5.9548 -0.014 -0.001 -0.011 -0.0018
C -0.5286 -0.6894 -5.1203 0.015 -0.002 -0.008 0.0006
C -0.7444 -0.5927 -3.7601 0.085 0.004 -0.014 0.0398
C 0.3235 -0.6841 -2.8696 0.103 0.078 0.005 -0.0463
C 1.6156 -0.8967 -3.4030 -0.090 0.010 -0.085 0.0027
C 1.7694 -0.9915 -4.7848 -0.028 0.020 0.041 -0.0023
F 2.9848 -1.2197 -5.3325 0.034 0.004 0.015 -0.0023
C 0.7203 -0.8846 -5.6704 -0.039 0.013 0.045 0.0151
C 2.7097 -1.0781 -2.4375 0.070 0.025 -0.014 0.0034
C 4.0722 -1.1135 -2.7403 -0.073 -0.015 0.042 0.0006
C 4.9878 -1.2946 -1.7219 -0.005 -0.004 0.029 0.0039
C 4.5417 -1.4387 -0.4175 -0.014 0.007 -0.017 0.0006
C 3.1828 -1.3773 -0.1860 0.032 -0.042 0.061 0.0025
N 2.2930 -1.1998 -1.1615 -0.265 0.035 -0.107 -0.0067
H -1.7692 -0.4663 -3.4333 0.020 0.002 0.051 0.0309
H 0.8740 -0.9641 -6.7360 0.002 -0.006 -0.005 0.0010
H 4.4015 -0.9964 -3.7574 0.014 0.005 -0.006 -0.0001
H 6.0457 -1.3219 -1.9492 0.004 -0.003 0.004 0.0002
H 5.2220 -1.5885 0.4081 0.012 -0.003 -0.002 0.0000
H 2.7659 -1.4832 0.8051 0.025 -0.002 0.009 0.0001
C -2.4137 3.2474 0.9552 -0.013 0.027 -0.108 0.0199
Si -1.9593 2.7159 -0.7823 0.001 -0.075 0.012 0.0582
C -0.2674 3.3356 -1.2841 -0.071 0.038 0.001 -0.0008
C -3.2331 3.3183 -2.0216 0.078 0.066 0.057 0.0066
As -1.8769 0.3567 -0.8993 -0.080 0.134 0.273 0.5705
Si -3.9129 -0.6839 -0.3007 -0.013 -0.079 -0.090 0.0621
C -3.9464 -0.9758 1.5592 -0.080 0.018 -0.104 0.0234
C -3.9768 -2.2737 -1.2836 -0.058 0.119 0.037 0.0056
C -5.3192 0.4517 -0.8057 -0.009 -0.054 0.100 0.0000
H -2.5600 4.3317 0.9580 0.018 0.004 0.048 0.0029
H -1.6366 2.9912 1.6748 0.036 -0.024 -0.037 -0.0001
H -3.3412 2.7845 1.2963 -0.026 -0.022 -0.042 0.0002
H -0.2097 4.4128 -1.1043 0.006 0.009 -0.018 -0.0004
H -0.1007 3.1654 -2.3498 0.011 -0.026 -0.006 0.0002
H 0.5345 2.8503 -0.7280 -0.056 -0.020 0.028 0.0000
H -3.1655 4.4081 -2.0880 -0.016 0.008 -0.003 0.0003
H -4.2542 3.0661 -1.7389 -0.017 -0.042 0.036 0.0000
H -3.0446 2.9165 -3.0183 0.024 -0.029 0.004 0.0013
H -3.1697 -0.4377 2.1016 0.050 0.036 -0.055 0.0015
H -3.8466 -2.0426 1.7693 0.020 0.000 0.013 0.0011
H -4.9115 -0.6413 1.9482 -0.021 -0.051 0.012 0.0020
H -3.0325 -2.8183 -1.2610 -0.088 0.021 -0.001 0.0004
H -4.2319 -2.0690 -2.3259 0.014 0.025 -0.004 0.0002
H -4.7488 -2.9287 -0.8715 -0.020 -0.001 -0.001 0.0006
H -5.3325 1.3775 -0.2277 0.029 0.007 0.014 0.0002
H -6.2653 -0.0652 -0.6193 -0.002 0.004 0.006 -0.0004
H -5.2868 0.7068 -1.8649 0.049 -0.011 -0.034 0.0007
```
Forces are in eV/Å.

The LUMO energy (alpha / beta) comes out at 0.01 / -1.22 eV. The orbital gap (alpha / beta) is 8.071 / 7.340 eV. Its net charge is 0. For the energy above the lowest of the compared OMol25 structures with the same formula, charge and spin, the calculation gives 17.0 kcal/mol. Its spin multiplicity is 4.

(2)
2 unconnected molecules or ions with the total composition C4H8NO in a non-equilibrium geometry. Source: OMol25; level of theory: ωB97M-V with the def2-TZVPD basis set.

Structure (XYZ):
```
14
Properties=species:S:1:pos:R:3:forces:R:3:lowdin_charge:R:1
C -2.2338 -0.6921 0.3503 0.969 -0.815 0.973 0.0483
C -1.6759 -0.5029 1.5336 1.755 -0.167 -3.102 0.1021
C -0.8847 -0.1538 0.3007 0.083 4.618 0.635 -0.2611
C 1.6631 -0.0674 -0.0070 2.074 0.126 -1.482 -0.1940
N 0.3415 -0.7666 -0.2881 -0.126 -3.857 -0.241 0.0479
O 2.1230 0.6596 -1.1252 -1.149 0.828 -0.180 -0.0398
H -2.9365 -1.3562 -0.1322 -0.335 0.658 -0.268 0.1252
H -1.4274 -0.7495 2.5271 -0.517 0.036 1.065 0.1106
H -0.4280 1.4622 0.0246 -1.477 -3.876 0.534 0.2533
H 1.3473 0.5244 0.7998 0.482 0.962 1.402 0.0935
H 2.5762 -0.7417 0.1402 -2.011 0.352 0.407 0.1796
H 0.2447 -0.7258 -1.2755 -0.274 0.732 -1.580 0.1474
H 0.3568 -1.8674 -0.2495 0.219 2.217 0.908 0.2411
H 1.7525 1.5802 -1.3117 0.308 -1.813 0.926 0.1460
```
Forces are in eV/Å.

The LUMO energy comes out at -3.70 eV. The orbital gap is 10.641 eV. Its net charge is +1. For the energy above the lowest of the compared OMol25 structures with the same formula, charge and spin, the calculation gives 130.0 kcal/mol.

(3)
2 unconnected molecules or ions with the total composition C2H2OS3 in a non-equilibrium geometry. Source: OMol25; level of theory: ωB97M-V with the def2-TZVPD basis set.

Structure (XYZ):
```
8
Properties=species:S:1:pos:R:3:forces:R:3:lowdin_charge:R:1
C 2.4909 0.8726 0.4016 1.470 1.841 0.670 -0.0235
C 2.5145 0.0293 -0.4443 -1.323 -0.671 -0.873 -0.0219
O -2.3634 0.7471 1.2659 -0.001 0.257 -0.816 -0.6409
S -2.4695 -2.5402 0.2971 -0.023 0.637 0.047 0.0994
S -2.6709 -1.1350 -1.0016 0.064 0.359 -0.245 -0.0151
S -2.4818 0.8542 -0.2129 -0.020 -1.248 1.020 0.5475
H 2.8444 1.7692 0.9223 -0.702 -0.989 -0.039 0.0346
H 2.1359 -0.5973 -1.2281 0.535 -0.185 0.237 0.0199
```
Forces are in eV/Å.

The LUMO energy (alpha / beta) comes out at -1.66 / -2.07 eV. The orbital gap (alpha / beta) is 7.602 / 7.312 eV. Its net charge is 0. For the energy above the lowest of the compared OMol25 structures with the same formula, charge and spin, the calculation gives 76.3 kcal/mol.

(4)
2 unconnected molecules or ions with the total composition C5H9NO4 in a non-equilibrium geometry. Source: OMol25; level of theory: ωB97M-V with the def2-TZVPD basis set.

Structure (XYZ):
```
19
Properties=species:S:1:pos:R:3:forces:R:3:lowdin_charge:R:1
C -0.7827 1.1279 -0.0637 0.353 1.682 2.016 -0.2961
C -0.5845 0.3986 -1.3412 -3.371 -2.168 -0.777 -0.4489
C 0.1813 2.0732 2.0187 -1.182 -1.250 1.451 -0.0997
C 0.3850 1.1237 0.8790 1.157 0.190 0.199 -0.1449
C 0.5720 -2.9097 -0.0978 -0.309 -0.411 -0.153 -0.2824
N 0.3285 -2.9015 -1.3989 -1.868 -1.279 -0.829 0.0422
O -1.8141 -0.0859 -1.7276 -1.137 1.277 1.412 0.0699
O -1.8561 1.6425 0.2173 0.913 -0.802 -0.659 0.1195
O 0.4064 0.0283 -1.8810 0.942 0.572 -0.142 0.1216
O 1.5461 -2.0742 0.1823 1.092 1.570 -1.680 -0.0629
H -0.5011 2.8338 1.8370 -1.246 1.502 -0.925 0.0540
H 1.0224 2.5378 2.4025 2.181 0.741 0.230 0.0545
H -0.2419 1.6414 2.9170 -0.250 -0.713 0.094 0.0866
H 1.3268 1.5108 0.3900 -0.957 -1.132 -0.161 0.1507
H 0.5258 0.0694 1.2630 0.148 0.956 -0.764 0.1433
H 0.6992 -2.2381 -2.0797 0.124 0.041 0.168 0.0825
H -2.5632 0.2926 -1.0763 2.510 -0.820 -1.981 0.1790
H -0.4718 -3.4657 -1.7379 1.029 0.664 0.411 0.1071
H 1.8221 -1.6049 -0.7026 -0.128 -0.620 2.092 0.1241
```
Forces are in eV/Å.

The LUMO energy comes out at -0.76 eV. The orbital gap is 8.082 eV. Its net charge is 0. For the energy above the lowest of the compared OMol25 structures with the same formula, charge and spin, the calculation gives 78.4 kcal/mol.

What is the net charge in the second record? +1